# 1
Entry from the Open Molecules 2025 dataset: a cluster of 13 separate species, C23H16Cl48N3PS2 in total at a distorted geometry (ωB97M-V/def2-TZVPD).

Calculated values
* spin multiplicity: 1
* HOMO: -8.66 eV
* E_LUMO: -1.683 eV

Each line ends with the Löwdin charge.
Cartesian coordinates (Å):
N: 4.422 -2.959 -0.007  -0.024
C: 3.928 -1.634 -0.568  -0.256
C: 2.958 -0.869 0.505  -0.196
C: 2.945 0.728 0.325  -0.198
C: 1.829 1.292 -0.686  -0.197
C: 1.425 0.292 -1.877  -0.194
C: 0.229 -0.735 -1.480  -0.092
C: -0.924 -0.301 -0.534  -0.063
C: -2.037 -1.363 -0.144  -0.347
P: -3.412 -0.837 1.057  0.323
S: -4.956 -1.975 0.732  0.083
C: -1.988 -2.815 -0.702  -0.011
C: -0.822 -3.236 -1.657  -0.235
N: -0.509 -4.494 -2.291  -0.267
S: 0.928 -4.307 -3.230  0.917
N: 1.389 -2.661 -2.952  -0.276
C: 0.331 -2.208 -2.084  -0.261
H: 3.706 -3.639 -0.339  0.065
H: 4.363 -2.952 1.023  -0.020
H: 3.395 -1.891 -1.544  0.079
H: 4.833 -0.940 -0.700  0.062
H: 3.456 -1.073 1.534  0.049
H: 1.916 -1.350 0.572  0.111
H: 4.015 1.117 0.105  0.115
H: 2.686 1.168 1.369  0.111
H: 2.296 2.225 -1.196  0.115
H: 0.887 1.701 -0.149  0.098
H: 0.967 0.955 -2.713  0.091
H: 2.313 -0.244 -2.369  0.096
H: -0.992 0.748 -0.088  0.025
H: -3.689 0.571 1.045  -0.048
H: -2.904 -1.129 2.384  -0.024
H: -2.757 -3.606 -0.412  0.082
C: 1.506 -0.945 -6.631  -1.993
Cl: 0.991 0.199 -7.890  0.527
Cl: 3.276 -0.903 -6.480  0.483
Cl: 0.769 -0.493 -5.080  0.568
Cl: 0.989 -2.587 -7.075  0.482
C: 8.455 -2.302 0.131  -2.012
Cl: 7.603 -0.832 -0.389  0.524
Cl: 7.712 -2.922 1.621  0.471
Cl: 8.343 -3.534 -1.144  0.517
Cl: 10.164 -1.919 0.437  0.514
C: -4.016 3.547 -1.174  -1.995
Cl: -3.531 4.653 -2.477  0.532
Cl: -5.473 2.657 -1.662  0.496
Cl: -2.700 2.395 -0.852  0.543
Cl: -4.358 4.481 0.299  0.492
C: 4.971 -2.639 4.387  -1.988
Cl: 3.520 -3.056 3.447  0.560
Cl: 6.206 -3.898 4.160  0.507
Cl: 5.607 -1.075 3.834  0.524
Cl: 4.546 -2.531 6.108  0.492
C: -9.573 3.040 -2.320  -2.010
Cl: -11.024 2.609 -3.251  0.522
Cl: -8.332 1.789 -2.544  0.492
Cl: -8.948 4.604 -2.886  0.520
Cl: -9.988 3.156 -0.597  0.485
C: 3.308 -2.328 10.019  -2.011
Cl: 2.574 -0.734 10.301  0.519
Cl: 3.455 -3.193 11.564  0.524
Cl: 2.283 -3.264 8.910  0.478
Cl: 4.919 -2.119 9.299  0.498
C: -6.125 6.593 3.463  -2.017
Cl: -6.862 8.186 3.738  0.519
Cl: -5.960 5.740 5.013  0.521
Cl: -7.157 5.644 2.371  0.508
Cl: -4.520 6.803 2.728  0.473
C: 2.412 -6.345 -8.174  -2.022
Cl: 0.744 -5.776 -7.940  0.493
Cl: 3.538 -5.220 -7.384  0.502
Cl: 2.592 -7.962 -7.460  0.518
Cl: 2.773 -6.421 -9.912  0.519
C: -1.345 9.784 2.576  -2.029
Cl: -1.210 8.324 1.571  0.502
Cl: -0.621 9.476 4.169  0.515
Cl: -0.492 11.128 1.786  0.516
Cl: -3.059 10.207 2.777  0.501
C: 6.877 0.783 -7.775  -2.021
Cl: 6.001 2.237 -8.299  0.517
Cl: 6.156 0.167 -6.273  0.480
Cl: 6.768 -0.462 -9.038  0.517
Cl: 8.583 1.190 -7.490  0.518
C: -11.191 -0.346 1.475  -2.021
Cl: -12.048 -1.903 1.474  0.515
Cl: -9.440 -0.634 1.569  0.514
Cl: -11.565 0.538 -0.020  0.478
Cl: -11.710 0.615 2.877  0.512
C: -1.332 -1.555 7.432  -2.021
Cl: -1.625 -2.865 8.596  0.516
Cl: 0.369 -1.586 6.922  0.480
Cl: -2.381 -1.777 6.015  0.507
Cl: -1.693 0.008 8.197  0.516

=====

# 2
Entry from the Open Molecules 2025 dataset: an isolated molecule of C4H12N4 at a distorted geometry (ωB97M-V/def2-TZVPD).

Calculated values
* spin multiplicity: 1
* HOMO: -6.78 eV
* relative energy (zero: lowest compared OMol25 entry of this formula, charge and spin): 4.2896 eV
* E_LUMO: 0.983 eV

Each line ends with the Löwdin charge.
Cartesian coordinates (Å):
C: 2.805 0.803 -0.337  -0.060
C: 1.924 -1.307 0.495  -0.113
C: -0.666 -0.445 -0.423  -0.189
C: -2.041 1.253 0.363  -0.103
H: 2.576 1.594 -1.069  0.075
H: 3.080 1.322 0.644  0.090
H: 3.540 0.039 -0.611  0.070
H: 1.025 -1.775 0.841  0.075
H: 2.712 -1.009 1.145  0.061
H: 2.388 -1.931 -0.246  0.071
H: -0.514 -1.287 -1.119  0.138
H: -2.952 1.284 0.984  0.087
H: -1.228 1.523 0.986  0.058
H: -2.148 1.922 -0.453  0.074
H: -3.550 -0.455 -1.133  0.091
H: -3.762 -0.802 0.473  0.042
N: 1.613 -0.104 -0.177  -0.317
N: 0.281 0.396 -0.149  0.029
N: -1.938 -0.144 0.060  -0.244
N: -3.146 -0.877 -0.276  0.066

=====

# 3
Entry from the Open Molecules 2025 dataset: an isolated molecule of C3H5N3S at a distorted geometry (ωB97M-V/def2-TZVPD).

Calculated values
* spin multiplicity: 1
* HOMO (alpha / beta): -8.24 / -8.12 eV
* relative energy (zero: lowest compared OMol25 entry of this formula, charge and spin): 5.6738 eV
* E_LUMO (alpha / beta): -0.993 / -1.007 eV

Each line ends with the Löwdin charge.
Cartesian coordinates (Å):
C: 0.614 0.321 -0.917  -0.119
C: -0.013 1.286 -0.011  -0.180
C: -0.238 -1.680 0.053  -0.061
N: 0.390 -1.020 -0.829  -0.030
N: -1.515 1.228 -0.278  -0.002
N: -2.278 0.265 -0.021  -0.653
S: -3.744 -0.252 -0.050  0.621
H: 1.368 0.586 -1.670  0.106
H: 0.108 1.380 1.048  0.107
H: 0.054 2.332 -0.271  0.099
H: -0.219 -2.791 0.040  0.083
H: -0.661 -1.313 0.919  0.030

=====

# 4
Entry from the Open Molecules 2025 dataset: a structure of composition C29H27NP at a distorted geometry (ωB97M-V/def2-TZVPD).

Calculated values
* total charge: +1
* spin multiplicity: 1
* HOMO: -11.12 eV
* relative energy (zero: lowest compared OMol25 entry of this formula, charge and spin): 2.7119 eV
* E_LUMO: -5.188 eV

Each line ends with the Löwdin charge.
Cartesian coordinates (Å):
C: -2.771 2.319 1.232  -0.064
C: -3.119 1.094 0.651  -0.071
C: -2.189 0.411 -0.126  -0.085
C: -0.905 0.950 -0.323  -0.315
P: 0.274 -0.030 -1.273  1.039
C: -0.112 0.171 -3.004  -0.296
C: 0.697 -0.448 -3.975  -0.060
C: 0.552 -0.112 -5.326  -0.051
C: -0.423 0.821 -5.715  -0.051
C: -1.256 1.408 -4.757  -0.058
C: -1.108 1.079 -3.406  -0.061
C: 1.941 0.617 -1.062  -0.295
C: 2.900 -0.102 -0.326  -0.078
C: 4.157 0.461 -0.080  -0.057
C: 4.494 1.691 -0.670  -0.053
C: 3.577 2.351 -1.502  -0.056
C: 2.304 1.815 -1.699  -0.078
C: 0.190 -1.574 -0.510  -0.250
C: -0.053 -2.698 -1.267  -0.353
N: -0.252 -3.686 -1.892  0.152
C: -0.545 2.155 0.286  -0.063
C: -1.487 2.847 1.051  -0.062
H: -3.500 2.850 1.847  0.115
H: -4.108 0.657 0.819  0.118
H: -2.442 -0.560 -0.555  0.122
H: 1.458 -1.169 -3.677  0.120
H: 1.202 -0.573 -6.075  0.117
H: -0.535 1.088 -6.773  0.118
H: -2.021 2.134 -5.052  0.117
H: -1.749 1.554 -2.665  0.106
H: 2.673 -1.110 0.030  0.087
H: 4.870 -0.063 0.569  0.116
H: 5.478 2.127 -0.489  0.115
H: 3.848 3.288 -1.994  0.116
H: 1.593 2.318 -2.356  0.118
H: 0.507 -1.588 0.596  0.040
H: 0.463 2.548 0.150  0.105
H: -1.213 3.800 1.512  0.115
C: -0.330 -3.525 1.653  -0.029
C: 0.189 -2.080 1.853  -0.215
C: 1.639 -1.996 2.395  -0.026
C: -0.750 -1.247 2.663  -0.189
C: -0.286 -0.129 3.396  -0.012
C: -1.153 0.659 4.156  -0.053
C: -2.509 0.335 4.239  -0.052
C: -2.995 -0.773 3.539  -0.062
C: -2.129 -1.564 2.782  -0.015
H: -0.873 -3.895 2.542  0.112
H: -1.015 -3.586 0.797  0.082
H: 0.517 -4.177 1.402  0.100
H: 1.687 -2.048 3.494  0.120
H: 2.242 -2.783 1.926  0.099
H: 2.105 -1.053 2.073  0.073
H: 0.780 0.101 3.427  0.115
H: -0.756 1.497 4.729  0.117
H: -3.188 0.945 4.835  0.119
H: -4.047 -1.062 3.614  0.120
H: -2.516 -2.459 2.291  0.119

=====

Please write out number 3 again, unchanged.
Entry from the Open Molecules 2025 dataset: an isolated molecule of C3H5N3S at a distorted geometry (ωB97M-V/def2-TZVPD).

Calculated values
* spin multiplicity: 1
* HOMO (alpha / beta): -8.24 / -8.12 eV
* relative energy (zero: lowest compared OMol25 entry of this formula, charge and spin): 5.6738 eV
* E_LUMO (alpha / beta): -0.993 / -1.007 eV

Each line ends with the Löwdin charge.
Cartesian coordinates (Å):
C: 0.614 0.321 -0.917  -0.119
C: -0.013 1.286 -0.011  -0.180
C: -0.238 -1.680 0.053  -0.061
N: 0.390 -1.020 -0.829  -0.030
N: -1.515 1.228 -0.278  -0.002
N: -2.278 0.265 -0.021  -0.653
S: -3.744 -0.252 -0.050  0.621
H: 1.368 0.586 -1.670  0.106
H: 0.108 1.380 1.048  0.107
H: 0.054 2.332 -0.271  0.099
H: -0.219 -2.791 0.040  0.083
H: -0.661 -1.313 0.919  0.030

=====

Question: Which value of spin multiplicity does entry 4 give?
Answer: 1

=====

Question: What is the formula in the first record?
Answer: C23H16Cl48N3PS2

=====

Question: spin multiplicity of number 3 (C3H5N3S)?
Answer: 1